No. 1
Molecular formula: C25H35N3O4
Method: DFT, ωB97M-V/def2-TZVPD

Last column: Mulliken charge in e.
Element x y z (Å)
1 C -0.138 2.996 -4.668  -1.339
2 C -0.640 2.834 -3.267  0.206
3 H -1.576 2.267 -3.106  0.066
4 H -0.655 3.893 -2.892  0.230
5 O 0.466 2.149 -2.750  -0.203
6 C 0.306 2.324 -1.203  -0.094
7 C 1.527 1.849 -0.519  0.754
8 C 2.895 2.294 -0.984  -0.828
9 C 3.955 1.432 -1.635  -0.529
10 H 4.771 2.011 -1.706  0.306
11 H 4.121 0.550 -0.823  0.096
12 C 3.616 1.014 -2.996  -0.191
13 O 4.389 0.227 -3.852  -0.550
14 H 4.505 -0.574 -3.018  0.401
15 H 3.442 1.877 -3.738  0.212
16 H 2.468 0.737 -2.976  0.169
17 H 2.437 3.253 -1.758  0.247
18 H 3.253 2.975 -0.081  0.372
19 H 1.575 0.443 -0.770  -0.080
20 C 1.360 1.720 1.135  -1.507
21 C 0.067 1.123 1.315  -1.079
22 C -0.924 1.224 0.619  0.633
23 C -2.319 0.565 0.955  -0.138
24 O -2.582 0.247 2.062  -0.665
25 N -3.096 0.419 -0.129  -0.060
26 H -2.990 0.885 -1.049  0.144
27 C -4.680 0.285 -0.146  -0.976
28 C -4.690 -1.385 0.089  0.599
29 N -5.307 -1.825 -0.940  -0.626
30 C -5.224 -3.227 -0.597  0.388
31 C -5.546 -4.535 -1.149  -0.344
32 C -5.197 -5.714 -0.708  -1.066
33 C -4.557 -5.719 0.611  -0.476
34 C -4.099 -4.510 1.075  -0.327
35 C -4.401 -3.300 0.546  0.724
36 N -4.145 -2.123 1.133  -0.051
37 H -3.564 -1.821 1.631  0.073
38 H -3.627 -4.409 2.266  0.094
39 H -4.286 -6.663 1.042  0.404
40 H -5.498 -6.492 -0.922  0.740
41 H -6.318 -4.288 -2.116  0.142
42 H -4.926 0.782 1.172  0.216
43 H -5.178 0.733 -0.799  0.645
44 O -0.880 1.586 -0.952  -0.392
45 H -0.100 0.838 2.387  0.080
46 H 1.323 2.613 1.329  1.764
47 C 2.329 0.845 1.700  1.139
48 C 2.080 -0.677 1.509  -1.812
49 C 3.430 -1.589 2.327  -1.614
50 C 3.556 -1.023 3.857  -0.427
51 C 3.642 0.335 3.969  -1.069
52 C 2.515 1.094 3.269  -0.479
53 H 1.453 0.709 3.744  0.156
54 H 2.531 2.313 3.358  0.232
55 H 3.480 0.716 5.017  0.303
56 H 4.491 0.798 3.709  0.508
57 H 4.299 -1.648 4.171  0.465
58 H 2.565 -1.329 4.295  0.261
59 H 3.224 -2.573 2.278  0.560
60 H 4.082 -1.055 1.970  0.737
61 H 1.259 -1.060 1.947  0.630
62 H 2.142 -0.922 0.594  0.907
63 H 3.406 0.999 1.309  0.230
64 H 0.222 3.429 -0.768  0.138
65 H -0.864 3.547 -5.387  0.341
66 H 0.826 3.506 -4.836  0.297
67 H 0.000 2.028 -5.153  0.311

Output
Net charge: 0
ΔE to the lowest compared entry with this formula, charge and spin in kcal/mol: 497.4
LUMO energy in eV: 0.49
Frontier orbital gap in eV: 9.0

No. 2
Molecular formula: C4H10N2O
Method: DFT, ωB97M-V/def2-TZVPD

Last column: Mulliken charge in e.
Element x y z (Å)
1 C -0.211 0.053 -1.179  -0.062
2 C 0.978 0.946 -0.717  -0.716
3 C -0.659 -0.371 1.430  -1.241
4 N 1.073 1.018 0.693  -0.488
5 C -0.222 -1.177 -0.185  -0.092
6 O -1.445 0.696 -1.272  -0.528
7 N 0.868 -1.903 0.017  -0.682
8 H -1.698 1.026 -0.401  0.377
9 H 0.597 1.860 1.023  0.278
10 H -0.020 -0.338 -2.183  0.428
11 H 1.633 -1.295 0.318  0.327
12 H 0.841 1.910 -1.224  0.345
13 H 1.868 0.438 -1.120  0.371
14 H -1.097 -1.786 -0.433  0.524
15 H -1.448 -1.125 1.491  0.353
16 H -1.132 0.601 1.536  0.469
17 H 0.074 -0.553 2.206  0.338

Output
Net charge: 0
ΔE to the lowest compared entry with this formula, charge and spin in kcal/mol: 150.6
LUMO energy (spin up / spin down) in eV: -0.82 / -0.58
Frontier orbital gap (spin up / spin down) in eV: 8.6 / 8.4

No. 3
Molecular formula: C7H6P2
Method: DFT, ωB97M-V/def2-TZVPD

Last column: Mulliken charge in e.
Element x y z (Å)
1 C -2.099 -0.188 0.023  -0.515
2 C -1.674 -1.512 0.040  -0.372
3 C -1.197 0.855 0.007  -0.463
4 C -0.315 -1.804 0.039  -0.570
5 C 1.200 1.583 -0.058  -0.510
6 C 0.185 0.593 -0.007  0.741
7 C 0.552 -0.751 0.004  -0.176
8 P 2.953 -1.078 -0.058  -0.055
9 P 2.772 0.934 0.076  0.024
10 H -3.158 0.027 0.033  0.352
11 H -2.397 -2.316 0.052  0.361
12 H -1.538 1.881 0.005  0.352
13 H 0.035 -2.823 0.060  0.365
14 H 1.011 2.641 -0.030  0.404
15 H 3.669 1.959 -0.187  0.060

Output
Net charge: 0
Spin multiplicity: 3
LUMO energy (spin up / spin down) in eV: 0.04 / -1.85
Frontier orbital gap (spin up / spin down) in eV: 5.7 / 6.9

No. 4
Molecular formula: C13H23NO7
Method: DFT, ωB97M-V/def2-TZVPD

Last column: Mulliken charge in e.
Element x y z (Å)
1 O -4.382 3.341 0.095  -0.562
2 C -3.562 2.635 0.653  0.436
3 O -2.401 3.048 1.142  -0.349
4 C -3.996 1.144 0.970  -0.697
5 C -2.796 0.086 1.223  0.190
6 C -3.182 -1.276 1.594  -0.858
7 C -2.028 -2.248 1.912  -1.033
8 C -1.076 -2.474 0.724  -0.597
9 N -0.174 -1.363 0.633  0.257
10 C 0.541 -1.069 -0.536  -0.757
11 O 0.749 -1.954 -1.370  -0.646
12 C 0.874 0.432 -0.764  1.531
13 O -0.303 1.170 -0.651  -0.497
14 C 1.547 0.535 -2.122  -1.098
15 C 3.011 -0.044 -2.197  -0.366
16 O 3.663 0.279 -3.340  -0.554
17 C 3.886 0.303 -0.900  -0.167
18 O 4.294 1.720 -0.901  -0.581
19 C 3.107 0.144 0.430  -0.098
20 O 3.097 -1.325 0.590  -0.627
21 C 1.735 0.896 0.433  -1.511
22 H -2.419 3.865 0.665  0.319
23 H -4.721 1.075 1.796  0.369
24 H -4.655 0.681 0.145  0.299
25 H -2.205 0.017 0.333  0.024
26 H -2.053 0.380 1.960  0.298
27 H -3.811 -1.666 0.752  0.301
28 H -3.828 -1.198 2.422  0.455
29 H -2.452 -3.213 2.185  0.363
30 H -1.553 -1.850 2.831  0.354
31 H -0.474 -3.430 0.749  0.346
32 H -1.705 -2.392 -0.161  0.373
33 H -0.027 -0.594 1.313  0.246
34 H -0.951 1.123 -1.384  0.392
35 H 1.690 1.636 -2.474  0.238
36 H 0.939 0.047 -2.902  0.402
37 H 2.853 -1.093 -2.116  0.538
38 H 3.984 -0.499 -3.854  0.418
39 H 4.780 -0.328 -0.874  0.347
40 H 4.464 2.062 -1.798  0.380
41 H 3.745 0.538 1.297  0.460
42 H 2.689 -1.759 -0.185  0.401
43 H 1.242 0.730 1.382  0.405
44 H 1.863 1.886 0.298  0.855

Output
Net charge: 0
ΔE to the lowest compared entry with this formula, charge and spin in kcal/mol: 12.8
LUMO energy in eV: 0.45
Frontier orbital gap in eV: 10.0
SMILES: O=C(O)CCCCCNC(=O)[C@]1(O)C[C@@H](O)[C@@H](O)[C@H](O)C1

No. 5
Molecular formula: C4H3IOS
Method: DFT, ωB97M-V/def2-TZVPD

Last column: Mulliken charge in e.
Element x y z (Å)
1 C 1.479 0.442 -0.119  -0.250
2 C 0.785 -0.521 -0.784  -0.522
3 C 0.740 0.972 0.957  -0.283
4 C -0.598 -0.601 -0.417  0.656
5 O -1.531 -1.188 -0.828  -0.444
6 S -0.871 0.515 1.011  -0.131
7 I -4.540 -1.012 0.597  0.014
8 H 2.484 0.582 -0.404  0.394
9 H 0.946 -0.923 -1.811  0.303
10 H 1.107 1.733 1.798  0.263

Output
Net charge: 0
ΔE to the lowest compared entry with this formula, charge and spin in kcal/mol: 27.4
LUMO energy (spin up / spin down) in eV: -1.62 / -2.77
Frontier orbital gap (spin up / spin down) in eV: 8.2 / 5.5

The records above give, respectively, electronic energy values of -1438.12277, -342.96154, -952.87604, -1090.55573, -925.26086 Ha.